The following is a quantum chemistry calculation of 2 unconnected molecules or ions with the total composition C3H11NO3 in a non-equilibrium geometry, from OMol25.

Each line ends with the natural charge from an NBO analysis.
CARTESIAN COORDINATES (ANGSTROEM)
C (1.235, 0.495, 0.757)  0.10
C (1.727, -0.823, 0.155)  -0.63
C (0.589, 0.253, 2.113)  -0.63
O (2.313, 1.402, 0.948)  -0.72
H (2.779, 1.516, 0.113)  0.47
H (0.510, 0.939, 0.054)  0.14
H (2.150, -0.668, -0.836)  0.20
H (2.477, -1.262, 0.812)  0.21
H (0.894, -1.518, 0.079)  0.21
H (0.305, 1.150, 2.656)  0.22
H (-0.304, -0.356, 2.000)  0.21
H (1.292, -0.230, 2.788)  0.21
N (-2.319, 0.132, -1.853)  -0.12
O (-3.145, 0.425, -2.971)  -0.60
O (-2.518, -1.079, -1.120)  -0.58
H (-1.720, -1.551, -1.537)  0.48
H (-4.183, 0.414, -3.086)  0.47
H (-2.083, 0.761, -1.073)  0.35

As for the total charge: 0. The energy above the lowest of the compared OMol25 structures with the same formula, charge and spin is 543.4 kJ/mol. The SMILES is CC(C)O.ONO. The gap between HOMO and LUMO is 10.09 eV.



The following is a quantum chemistry calculation of 2 unconnected molecules or ions with the total composition C5H10O, from OMol25.

Each line ends with the natural charge from an NBO analysis.
CARTESIAN COORDINATES (ANGSTROEM)
O (-1.949, 1.667, 1.149)  -0.69
C (-0.622, 1.368, 0.992)  0.11
C (-0.079, 0.974, -0.155)  -0.27
C (1.406, 0.730, -0.216)  -0.64
C (0.265, -2.088, -1.009)  -0.41
C (-0.700, -1.733, -0.165)  -0.37
H (-2.027, 2.200, 1.950)  0.48
H (1.895, 1.547, 0.340)  0.21
H (-0.036, 1.338, 1.911)  0.15
H (-0.685, 0.901, -1.055)  0.21
H (1.710, -0.219, 0.236)  0.21
H (1.788, 0.740, -1.240)  0.22
H (0.165, -1.934, -2.079)  0.19
H (1.225, -2.467, -0.672)  0.19
H (-0.572, -1.823, 0.911)  0.19
H (-1.650, -1.323, -0.492)  0.20

As for the total charge: 0. The energy above the lowest of the compared OMol25 structures with the same formula, charge and spin is 210.6 kJ/mol. The SMILES is C/C=C/O.C=C. The gap between HOMO and LUMO is 9.30 eV.



The following is a quantum chemistry calculation of a gas-phase ion, C3H2NO2S (charge -1) in a non-equilibrium geometry, from OMol25.

Each line ends with the natural charge from an NBO analysis.
CARTESIAN COORDINATES (ANGSTROEM)
C (1.090, 2.930, 0.598)  0.07
C (0.418, -0.892, -0.346)  -1.02
C (1.865, 1.877, 0.200)  -0.20
N (0.569, 3.919, 0.924)  -0.43
O (2.255, 0.373, 1.018)  -0.83
O (2.596, -0.094, -1.471)  -0.96
S (1.659, 0.213, -0.436)  1.95
H (0.270, -1.158, -1.386)  0.20
H (-0.510, -0.709, 0.281)  0.22

As for the spin multiplicity: 3. As for the total charge: -1. The energy above the lowest of the compared OMol25 structures with the same formula, charge and spin is 281.5 kJ/mol. The gap between HOMO and LUMO (spin up / spin down) is 5.97 / 7.72 eV.



The following is a quantum chemistry calculation of a molecular structure, C34H47CsN4O8P2S2Si, from OMol25.

Each line ends with the Löwdin charge.
CARTESIAN COORDINATES (ANGSTROEM)
Cs (1.590, 0.533, -0.560)  1.10
N (1.552, 2.810, -4.894)  0.13
C (1.970, 3.267, -3.499)  -0.47
C (2.539, 4.679, -3.633)  -0.11
P (3.371, 2.028, -3.265)  0.20
O (3.900, 2.345, -1.808)  -0.23
O (2.740, 0.674, -3.411)  -0.42
O (4.316, 2.481, -4.338)  -0.35
P (0.275, 3.395, -2.686)  0.27
O (0.552, 4.432, -1.453)  -0.20
O (-0.471, 4.135, -3.768)  -0.36
O (-0.240, 2.123, -2.133)  -0.45
H (2.358, 2.926, -5.514)  0.14
H (0.699, 3.339, -5.135)  0.12
H (1.365, 1.801, -4.819)  0.14
H (3.388, 4.668, -4.318)  0.07
H (2.908, 4.998, -2.659)  0.08
H (1.774, 5.382, -3.974)  0.07
H (4.151, 1.574, -1.190)  -0.01
H (0.383, 5.324, -1.776)  0.04
N (3.000, -2.294, -1.002)  -0.04
C (4.362, -2.688, -0.647)  -0.29
C (5.278, -1.469, -0.688)  -0.13
C (4.910, -0.454, 0.407)  -0.70
O (5.169, -0.766, 1.575)  -0.02
O (4.339, 0.622, 0.030)  -0.25
H (2.353, -3.073, -1.055)  0.05
H (3.018, -1.859, -1.921)  0.05
H (4.773, -3.462, -1.315)  0.09
H (4.361, -3.092, 0.367)  0.11
H (5.222, -1.002, -1.675)  0.11
H (6.305, -1.796, -0.512)  0.10
S (-1.512, -4.081, 5.284)  1.01
C (-1.625, -5.654, 4.613)  -0.44
C (-1.336, -5.650, 3.284)  -0.18
C (-1.036, -4.353, 2.787)  -0.11
C (-1.105, -3.390, 3.752)  -0.48
C (-0.875, -1.952, 3.591)  -0.19
C (-0.151, -1.472, 2.470)  -0.06
N (0.142, -0.209, 2.286)  0.10
C (-0.267, 0.696, 3.194)  -0.14
C (-1.030, 0.339, 4.315)  -0.14
C (-1.473, 1.347, 5.236)  -0.03
C (-1.156, 2.644, 5.048)  -0.04
C (-0.354, 3.047, 3.928)  -0.14
C (0.005, 4.384, 3.704)  0.03
C (0.790, 4.717, 2.626)  -0.19
C (1.191, 3.668, 1.768)  -0.07
N (0.858, 2.417, 1.948)  0.11
C (0.095, 2.088, 3.003)  -0.14
C (1.207, 6.103, 2.377)  -0.47
C (1.383, 7.099, 3.298)  -0.14
C (1.798, 8.327, 2.722)  -0.20
C (1.935, 8.242, 1.370)  -0.42
S (1.557, 6.679, 0.791)  1.08
C (-1.327, -1.021, 4.494)  0.01
H (-1.886, -6.493, 5.237)  0.05
H (-1.353, -6.533, 2.662)  0.10
H (-0.821, -4.136, 1.744)  0.08
H (0.198, -2.162, 1.705)  0.11
H (-2.071, 1.040, 6.087)  0.11
H (-1.493, 3.406, 5.742)  0.11
H (-0.354, 5.151, 4.382)  0.12
H (1.808, 3.888, 0.901)  0.11
H (1.249, 6.942, 4.359)  0.11
H (1.997, 9.225, 3.289)  0.09
H (2.244, 9.013, 0.684)  0.06
H (-1.912, -1.322, 5.356)  0.10
C (-1.267, -2.143, -3.061)  -0.28
Si (-1.649, -2.927, -1.331)  0.71
C (-3.069, -1.654, -0.728)  -0.68
C (-2.327, -0.364, -0.351)  -0.14
C (-4.119, -1.248, -1.767)  -0.12
C (-3.793, -2.172, 0.514)  -0.13
C (-2.582, -4.599, -1.925)  -0.70
C (-2.785, -5.544, -0.744)  -0.16
C (-1.606, -5.280, -2.890)  -0.16
C (-3.914, -4.446, -2.655)  -0.13
H (-2.078, -2.232, -3.796)  0.01
H (-0.366, -2.579, -3.502)  0.00
H (-1.059, -1.077, -2.925)  0.00
H (-1.808, 0.079, -1.204)  0.05
H (-1.580, -0.536, 0.426)  0.03
H (-3.032, 0.395, 0.025)  0.08
H (-3.655, -0.852, -2.672)  0.07
H (-4.764, -0.453, -1.359)  0.07
H (-4.769, -2.074, -2.059)  0.04
H (-3.091, -2.454, 1.304)  0.05
H (-4.410, -3.048, 0.296)  0.06
H (-4.457, -1.397, 0.927)  0.07
H (-1.828, -5.757, -0.258)  0.05
H (-3.214, -6.504, -1.078)  0.07
H (-3.456, -5.123, 0.010)  0.06
H (-0.608, -5.369, -2.446)  0.06
H (-1.504, -4.713, -3.818)  0.06
H (-1.950, -6.294, -3.150)  0.07
H (-4.706, -4.088, -1.993)  0.05
H (-4.245, -5.415, -3.065)  0.07
H (-3.837, -3.745, -3.491)  0.06

As for the total charge: -2. The energy above the lowest of the compared OMol25 structures with the same formula, charge and spin is 42.3 kJ/mol. The gap between HOMO and LUMO is 4.18 eV.



The following is a quantum chemistry calculation of a molecular structure, C20H10F5MoN2O2S in a non-equilibrium geometry, from OMol25.

Each line ends with the natural charge from an NBO analysis.
CARTESIAN COORDINATES (ANGSTROEM)
Mo (0.332, 0.553, -0.120)  1.53
O (1.947, -0.278, -0.649)  -0.68
C (2.516, -1.487, -0.477)  0.43
C (3.682, -1.780, -1.169)  -0.27
C (4.267, -3.024, -1.019)  -0.12
C (3.711, -3.987, -0.176)  -0.23
C (2.562, -3.693, 0.520)  -0.11
C (1.937, -2.443, 0.375)  -0.24
C (0.776, -2.165, 1.160)  0.22
N (0.077, -1.071, 1.125)  -0.36
N (-0.919, -0.980, 2.099)  -0.35
C (-1.432, 0.199, 2.080)  0.55
O (-0.971, 1.110, 1.202)  -0.68
C (-2.510, 0.615, 2.980)  -0.09
C (-3.067, 1.886, 2.853)  -0.18
C (-4.094, 2.273, 3.699)  -0.21
C (-4.559, 1.397, 4.670)  -0.16
C (-4.002, 0.130, 4.798)  -0.21
C (-2.980, -0.265, 3.956)  -0.17
H (4.111, -1.027, -1.816)  0.24
H (5.175, -3.249, -1.562)  0.24
H (4.183, -4.952, -0.065)  0.24
H (2.123, -4.423, 1.188)  0.23
H (0.454, -2.902, 1.891)  0.24
H (-2.698, 2.564, 2.097)  0.23
H (-4.529, 3.258, 3.602)  0.23
H (-5.360, 1.702, 5.331)  0.23
H (-4.368, -0.548, 5.557)  0.23
H (-2.540, -1.248, 4.045)  0.23
F (1.827, 3.567, -5.841)  -0.26
C (1.198, 2.810, -4.963)  0.30
C (1.416, 3.002, -3.604)  0.29
F (2.248, 3.935, -3.173)  -0.26
C (0.742, 2.183, -2.730)  0.30
F (0.949, 2.356, -1.372)  -0.30
C (-0.132, 1.186, -3.111)  -0.31
S (-1.040, 0.247, -1.916)  0.11
C (-0.327, 1.012, -4.474)  0.34
F (-1.160, 0.078, -4.909)  -0.27
C (0.329, 1.817, -5.394)  0.33
F (0.128, 1.642, -6.687)  -0.27

As for the spin multiplicity: 3. As for the total charge: +1. The energy above the lowest of the compared OMol25 structures with the same formula, charge and spin is 0.0 kJ/mol. The gap between HOMO and LUMO (spin up / spin down) is 6.68 / 6.42 eV.



So what do the calculations give for total energy? Going down the list: -401.2061 -271.6724 -718.7397 -3933.8250 -1993.6110 Eh.